88
Properties=species:S:1:pos:R:3:forces:R:3 method="wB97M-V/def2-TZVPD" homo_lumo_gap_ha=0.2628 e_homo_ev=-10.566 lumo_energy_ev=-3.41 total_charge=+1
Ta -0.1731 -0.3031 0.1296 -0.1 -0.9 0.0
Se -1.7992 0.3589 -1.4679 -1.1 0.6 -0.9
Cl -2.1224 -4.4056 2.1812 -0.2 0.0 0.1
Cl -3.9188 -3.6044 0.0061 -0.3 -0.2 -0.1
Si -4.2501 0.8518 -2.0563 0.5 -0.2 0.5
F 1.2669 -2.0470 1.1688 -0.4 0.3 0.3
F 2.0004 -4.2092 2.5415 -0.1 0.1 0.0
F -0.1968 -2.5544 6.3584 0.0 0.1 -0.1
F -0.8560 -0.3718 5.1211 0.1 -0.3 -0.1
O -2.7623 -0.7855 1.2770 -0.3 -0.1 0.3
O -1.1911 -2.1574 0.6127 1.9 0.5 -1.0
N 0.3712 -2.0570 -1.7752 -0.2 1.1 0.8
N 3.0518 -0.0155 1.0392 0.2 0.4 0.1
N -0.5354 2.4822 1.0169 -0.2 -0.6 -0.1
N -0.2771 -0.0843 2.2241 0.3 1.0 -1.7
N 1.3117 0.4206 -1.0568 -0.4 -0.4 0.6
C 4.0755 -0.8555 0.4198 -0.1 -0.1 -0.1
C 2.3733 0.2612 -4.6338 0.0 -0.1 -0.1
C 1.6574 -0.8390 -5.0613 0.0 0.0 0.1
C 0.0962 -1.1142 3.0180 0.7 -1.6 1.1
C 2.9936 3.7249 -0.9145 0.0 0.0 -0.1
C 3.0488 1.2764 0.4154 -0.3 -0.2 -0.1
C -3.1503 -3.1229 1.5334 0.3 0.0 -0.1
C 0.8682 -2.1665 2.4841 -0.2 0.0 0.2
C 1.2514 -3.2972 3.1757 0.0 0.2 -0.1
C -5.1229 0.8004 -0.3598 0.4 0.0 -0.8
C -2.3105 -1.9153 1.1369 -1.4 0.5 0.7
C 0.9086 -1.1867 -2.8021 0.2 0.4 -0.1
C 1.5351 -0.0012 -2.3725 -0.3 -0.7 -1.0
C 2.1340 1.4883 -0.6242 0.4 0.5 0.5
C -4.6085 -0.5618 -3.2893 0.4 0.6 0.7
C 0.5218 3.1240 1.8006 0.2 -0.1 0.0
C 1.4617 -2.9698 -1.4073 0.4 -0.4 0.3
C -0.2102 -1.3071 4.3903 -0.1 0.3 -0.1
C -4.0237 2.5639 -2.8798 0.0 -0.9 0.5
C -1.0971 0.9362 2.8699 -0.5 0.6 0.1
C 2.0861 2.7364 -1.2503 -0.1 -0.2 0.2
C 0.1606 -2.4517 5.0777 0.2 -0.2 -0.1
C -1.5973 2.0055 1.9054 0.0 -0.4 0.2
C 2.3229 0.6699 -3.3150 0.0 0.1 0.4
C 3.2343 0.0245 2.4847 0.0 0.0 0.1
C 3.9425 2.2840 0.7506 0.0 0.0 0.0
C -0.7819 -2.8476 -2.2140 -0.5 -0.2 0.0
C 3.9367 3.4894 0.0739 0.0 0.0 0.0
C -1.1131 3.4553 0.0898 0.0 -0.1 -0.2
C 0.8888 -3.4745 4.4960 -0.1 0.4 -0.1
C 0.9658 -1.5866 -4.1254 -0.1 0.0 0.1
H -1.4985 -2.2102 -2.7325 0.1 0.0 0.1
H 1.1262 -3.6623 -0.6366 0.0 0.0 0.0
H 1.3473 2.9034 -2.0224 0.0 0.0 0.0
H 4.2411 0.3289 2.7927 0.1 0.0 0.0
H -5.5649 -0.4249 -3.7847 -0.2 0.2 0.0
H -2.4095 1.6044 1.2930 0.1 0.0 0.0
H -3.8310 -0.5883 -4.0501 0.1 0.1 -0.1
H 4.6747 4.2382 0.3127 0.0 0.1 0.1
H 2.9804 0.8166 -5.3297 0.1 0.1 -0.1
H -0.3334 3.8855 -0.5330 0.1 0.0 0.0
H -2.0066 2.8295 2.5099 0.0 0.0 -0.1
H -4.7263 -0.0136 0.2433 0.1 -0.1 -0.1
H -0.4815 -3.6604 -2.8797 0.1 0.1 0.0
H -6.1933 0.6566 -0.4647 -0.2 0.0 -0.1
H -3.0603 2.5786 -3.3843 0.1 0.0 -0.1
H 1.7903 -3.5410 -2.2823 -0.1 0.1 0.0
H 1.6680 -1.1419 -6.0940 0.0 -0.1 -0.2
H 2.9042 1.5269 -3.0227 0.0 0.1 0.0
H 5.0870 -0.5293 0.6933 0.0 0.0 0.0
H 3.9870 -0.7991 -0.6648 0.0 -0.1 0.0
H -4.0374 3.3720 -2.1530 0.0 0.0 0.2
H -0.5310 1.4159 3.6758 -0.1 -0.1 -0.1
H 4.6750 2.1200 1.5261 0.0 -0.1 0.1
H -1.6199 4.2663 0.6268 0.1 0.0 0.1
H -3.9313 -2.8760 2.2542 0.2 0.0 -0.2
H -1.9883 0.4717 3.3069 0.2 0.1 0.0
H -4.9640 1.7222 0.1947 0.1 0.2 -0.1
H 0.1111 3.8945 2.4655 -0.1 0.0 0.0
H 2.5118 0.7094 2.9285 0.0 0.0 0.0
H -1.2615 -3.2932 -1.3426 0.1 0.1 -0.1
H 3.9450 -1.8905 0.7387 0.0 0.0 0.0
H 1.0407 2.3845 2.4068 0.0 0.0 0.0
H 1.2447 3.5885 1.1350 0.0 0.0 0.0
H -1.8369 2.9593 -0.5564 0.0 0.0 0.0
H 0.4797 -2.4968 -4.4323 -0.1 -0.1 0.0
H -4.7989 2.7688 -3.6113 -0.2 -0.1 -0.1
H 2.9785 4.6705 -1.4352 0.0 0.1 0.0
H -4.6245 -1.5284 -2.7919 0.0 0.0 0.2
H 3.0617 -0.9735 2.8889 0.0 0.0 0.0
H 2.3106 -2.3967 -1.0392 0.0 0.0 0.0
H 1.1670 -4.3469 5.0568 0.1 -0.2 0.1